DFT (ωB97M-V/def2-TZVPD) results for 5 unconnected molecules or ions with the total composition C44H88N3O16P4.

**HOMO level**: -10.4 eV
**Lowest unoccupied orbital energy**: -4.775 eV
**Molecular weight**: 1039.1 g mol⁻¹
**Kohn-Sham gap**: 5.58 eV
**Spin multiplicity**: 1
**Charge**: +1
**DFT total energy**: -4461.852182 Eh

CARTESIAN COORDINATES (ANGSTROEM)
P  -6.47120  -5.87536  1.98556
P  2.17817  8.11871  1.14917
P  -7.03657  -2.09870  8.26486
P  6.40960  5.24562  -3.40965
O  -6.20287  -5.37555  3.39492
O  0.99525  9.29976  0.73227
O  -8.13708  -3.27796  7.65836
O  8.10712  5.17975  -3.15711
O  -7.22049  -4.37578  1.59791
O  -5.82913  -1.00414  8.81197
O  6.28037  3.73870  -3.26970
O  4.72639  5.43250  -3.72925
O  -7.96961  -1.71620  9.39909
O  3.12066  8.58294  0.05421
O  -7.92892  -6.63725  1.94654
O  6.19852  5.96540  -1.94521
O  -5.71619  -7.37938  2.35284
O  -7.34013  -1.15259  6.95147
O  1.18372  6.94073  0.56747
O  3.30025  6.93678  1.69271
N  -3.53779  -0.80855  -2.03183
N  -1.08343  -1.31967  -0.55340
N  -6.57508  -0.86266  2.66364
C  -2.22855  -0.67187  -2.80012
C  -3.35151  -0.04000  -0.75122
C  -5.19470  -2.64442  -4.29966
C  -6.68915  0.27790  1.82922
C  0.98090  2.74524  0.10586
C  -3.02937  -4.11965  -3.70524
C  8.79766  6.40846  -2.96038
C  -1.05377  -1.49296  -2.04253
C  -7.63245  -4.61405  7.62216
C  8.96119  -5.71312  1.23542
C  1.85824  2.36254  -1.18032
C  -6.31868  -1.54231  -4.00599
C  -0.03622  6.71895  1.26497
C  8.05291  0.60854  -1.66628
C  4.39295  1.81064  -1.52235
C  -6.92056  -1.64744  5.68423
C  -4.18525  -4.45383  -6.08605
C  -4.34707  -1.61061  1.35118
C  0.13118  1.48357  0.70069
C  -4.41862  -0.35998  0.38770
C  5.82248  7.34171  -1.94844
C  9.00608  -0.30232  -2.59450
C  -4.05315  -3.02089  -3.28201
C  5.48410  0.64445  -1.25537
C  3.03382  1.33702  -0.76743
C  6.60189  0.68339  -2.41858
C  -5.66351  0.53181  0.70981
C  -3.06035  -4.85921  -5.07332
C  -4.72039  -0.75919  7.95680
C  -7.92571  -4.29256  0.36535
C  -1.10564  1.27990  -0.31178
C  -8.15465  -7.55818  0.88371
C  9.30857  -4.95964  -0.15253
C  2.84888  5.98077  2.64363
C  -5.48033  -1.71703  2.38613
C  4.41237  6.01899  -4.99323
C  9.34367  -2.41913  -1.03828
C  8.44454  -3.60171  -0.38614
C  -1.87156  -0.13442  -0.11727
C  8.68573  -1.89260  -2.43409
C  -5.25283  -3.36931  -5.69224
C  -4.58890  -7.70601  1.53853
C  -3.97001  -2.23377  -1.86760
C  0.66757  10.22190  1.77351
H  -7.53625  1.03374  1.97247
H  -1.23832  -2.61737  -2.23897
H  -0.34859  10.01739  2.12130
H  0.03461  7.03872  2.30847
H  -8.36351  -5.28245  8.07985
H  -3.76102  -8.00738  2.18214
H  -6.05021  -3.09287  -6.46208
H  10.41215  -2.77356  -1.29796
H  0.85460  0.59364  0.72638
H  -3.89040  -0.38771  8.56101
H  8.24662  -5.03686  1.83591
H  2.17960  6.43901  3.37362
H  0.18098  3.50034  -0.25370
H  1.66954  3.21365  0.89771
H  -9.20377  -7.49827  0.58788
H  9.85120  6.25795  -3.20292
H  4.73968  7.42494  -1.84014
H  -4.85411  -8.54090  0.88461
H  -3.49935  -2.37879  1.25296
H  9.92828  -5.91633  1.82546
H  -4.25818  -0.32269  -2.59931
H  -0.67614  1.35929  -1.37056
H  -5.02782  -2.34670  -1.41472
H  2.34116  5.16035  2.13110
H  -5.80715  -0.50639  -4.03723
H  2.73078  0.30146  -1.16185
H  -3.28490  -2.86559  -1.20199
H  -0.12415  -1.25876  -0.16838
H  10.07998  -0.15168  -2.20857
H  8.41386  -6.70243  0.99343
H  -6.58835  -0.80687  5.07444
H  2.34941  3.32629  -1.59393
H  -0.23024  1.72890  1.77063
H  4.70228  2.82735  -1.07575
H  9.42894  -1.51889  -0.33741
H  -0.00735  -1.22009  -2.42174
H  3.71628  5.57481  3.16741
H  -4.27410  -6.85874  0.92330
H  -4.23831  -4.94019  -7.11937
H  -3.50268  1.07516  -1.02363
H  8.04321  -3.22308  0.61930
H  -7.53069  -7.32887  0.01503
H  1.35564  10.14012  2.61867
H  8.72523  6.71021  -1.91265
H  4.00773  7.02109  -4.82802
H  -7.40404  -4.83833  -0.42303
H  -7.94012  -8.57169  1.22770
H  8.39648  7.19164  -3.60526
H  -1.84406  2.15907  -0.18398
H  -6.76935  -1.63967  -2.94450
H  -2.01535  0.46560  -2.81131
H  -7.76059  -2.13636  5.18730
H  -4.98135  0.00694  7.22202
H  1.26416  1.92048  -2.05171
H  6.13618  7.83783  -2.87176
H  6.41984  -0.20705  -3.11290
H  7.59785  -3.87207  -1.10799
H  6.48921  1.64457  -3.03016
H  7.89098  0.09812  -0.65579
H  10.44403  -4.76526  -0.21643
H  7.55735  -2.07210  -2.48751
H  -7.99970  -3.24168  0.07723
H  -2.18590  -4.41099  -2.98662
H  9.06389  -5.69106  -1.00272
H  -2.32925  -0.96994  -3.90152
H  8.88691  -0.00593  -3.69711
H  -7.13988  -1.50267  -4.80494
H  5.89771  0.79148  -0.20113
H  8.42029  1.68629  -1.55363
H  -4.40569  -1.67346  7.45047
H  3.65746  5.40802  -5.49101
H  -7.48335  -4.90865  6.57981
H  6.30240  7.83716  -1.10262
H  -5.42441  -2.66028  3.05195
H  -0.84299  7.26500  0.77169
H  4.90135  -0.34818  -1.26783
H  -2.02177  -0.24245  1.02369
H  -8.93686  -4.68723  0.48986
H  -6.09388  -2.35724  5.78627
H  3.12630  1.38063  0.37606
H  9.22761  -2.40798  -3.30499
H  -5.80028  1.48494  0.07883
H  -6.68272  -4.70309  8.15593
H  4.20063  1.98221  -2.64852
H  5.29335  6.09297  -5.63586
H  -0.26269  5.65094  1.23988
H  0.70976  11.23683  1.37550
H  -2.28901  -5.66506  -5.35838

DFT (ωB97M-V/def2-TZVPD) results for 11 unconnected molecules or ions with the total composition C44H88O22S11.

**HOMO level**: -10.1 eV
**Energy relative to the best compared isomer or geometry (same formula, charge and spin)**: 159.7 kcal/mol
**Lowest unoccupied orbital energy**: -0.096 eV
**Molecular weight**: 1321.9 g mol⁻¹
**Kohn-Sham gap**: 10.00 eV
**Spin multiplicity**: 1
**DFT total energy**: -7764.287548 Eh

CARTESIAN COORDINATES (ANGSTROEM)
S  7.73719  10.79043  -21.82098
S  -1.41081  19.79822  -5.85446
S  0.10199  11.01621  -19.21419
S  -4.51376  10.18623  -8.78055
S  6.23219  16.87669  -4.60726
S  5.44001  20.28322  -23.93753
S  13.36461  20.71278  -10.17415
S  0.49684  27.24750  -15.42285
S  13.30357  19.09408  -19.09215
S  3.66963  17.34828  -14.17683
S  3.39089  8.24050  -9.88916
O  4.19392  8.94058  -10.85597
O  -1.76460  19.27389  -4.54541
O  -3.24436  10.04611  -8.10890
O  13.37989  17.84618  -19.84973
O  6.78602  19.93700  -23.53442
O  6.66723  17.06447  -6.02602
O  8.52531  10.29642  -22.97894
O  5.78502  17.98487  -3.74866
O  13.69465  21.67786  -9.10720
O  -0.56806  27.32853  -16.45348
O  2.06981  7.75744  -10.20494
O  14.48084  19.90141  -10.59934
O  4.96604  17.03806  -14.78204
O  3.13202  18.69894  -14.32487
O  6.83219  9.95547  -21.04893
O  -5.54023  9.22628  -8.59199
O  -0.64324  19.08054  -6.87715
O  -0.68839  11.83183  -18.30808
O  1.62779  28.17508  -15.41519
O  0.63796  11.57223  -20.49126
O  5.16114  21.22094  -25.03914
O  13.75316  19.10344  -17.74034
C  11.38447  20.47258  -11.93708
C  2.28928  15.16540  -13.39640
C  4.56324  6.91106  -7.66129
C  -5.70183  12.43247  -9.73193
C  -0.85657  9.45979  -19.67151
C  4.59528  20.81610  -22.39008
C  4.46414  18.78300  -24.15411
C  4.93852  15.57003  -4.48781
C  10.82794  19.86077  -10.58944
C  7.59632  15.98556  -3.64353
C  3.65593  8.00447  -7.18640
C  3.57667  9.11278  -8.24400
C  11.50441  19.61780  -18.95950
C  -4.41099  10.51974  -10.57040
C  3.65673  16.90459  -12.37271
C  -0.19397  8.35717  -18.86775
C  -2.94581  20.59555  -6.60316
C  12.47694  21.45237  -11.59645
C  2.43451  16.04431  -12.16246
C  8.45279  13.11413  -20.68934
C  -5.24277  11.88996  -8.34630
C  -1.50333  22.56509  -5.64135
C  1.39427  10.08389  -18.17411
C  11.98624  19.55304  -9.66375
C  8.75212  11.61125  -20.59188
C  0.97755  25.45063  -15.15866
C  4.03255  19.53451  -21.79590
C  6.79387  12.30483  -22.42387
C  1.32606  8.66364  -18.83711
C  5.43705  14.63024  -3.43295
C  2.54972  15.98688  -14.68404
C  -4.70783  11.98090  -10.75273
C  3.44421  18.75704  -22.92379
C  11.64377  21.17379  -19.09624
C  -0.67053  26.00891  -13.45804
C  0.43882  25.01155  -13.83054
C  12.63062  21.48298  -20.23035
C  6.95897  14.55628  -3.50402
C  4.37095  6.73026  -9.20495
C  -0.41717  21.43009  -5.54796
C  -0.22196  27.37171  -13.69938
C  -2.55529  22.10060  -6.72491
C  7.01686  13.32894  -21.24292
C  13.84874  20.68212  -20.02187
H  -1.59948  25.80908  -13.99209
H  1.72588  8.73718  -19.84846
H  -5.23695  10.02642  -11.08278
H  0.09767  23.97740  -13.87803
H  9.26859  13.57904  -21.24288
H  12.40378  18.61467  -10.02875
H  -1.02538  28.10448  -13.62402
H  3.98759  15.98627  -4.15527
H  -5.81163  13.50617  -9.88423
H  4.65552  15.10729  -5.43325
H  2.67054  7.55195  -7.07536
H  8.48828  15.90621  -4.26498
H  12.24887  21.19937  -21.21114
H  -3.76474  20.49640  -5.89070
H  13.26612  21.58251  -12.33696
H  10.53590  20.92897  -12.44671
H  2.06203  25.34539  -15.12792
H  3.79138  19.20216  -24.90232
H  10.67659  21.60462  -19.35519
H  3.91299  5.84555  -9.64731
H  -0.70631  8.30068  -17.90732
H  5.34880  6.97547  -9.61935
H  5.14260  14.94366  -2.43137
H  -6.60759  11.90621  -10.03319
H  3.13522  17.72504  -22.75762
H  1.37294  14.57558  -13.41924
H  5.53474  7.29755  -7.35321
H  5.23342  21.46236  -21.78740
H  3.27766  19.70664  -21.02870
H  0.34111  21.42201  -6.33093
H  -3.11261  20.00641  -7.50493
H  7.26253  12.57315  -23.37069
H  0.13299  21.32408  -4.61298
H  5.80254  11.90641  -22.63984
H  7.45308  13.96050  -2.73657
H  5.03367  17.92196  -24.50390
H  0.52365  27.75565  -13.00313
H  1.63513  16.78488  -12.18797
H  2.36370  10.58217  -18.17625
H  2.31839  15.61913  -11.16555
H  9.72844  11.13236  -20.51709
H  -1.92357  9.66609  -19.58745
H  4.00019  8.37756  -6.22183
H  6.24748  13.31505  -20.47091
H  14.50455  20.49790  -20.87279
H  5.03191  13.64082  -3.64510
H  1.18060  24.94599  -13.03457
H  8.70386  13.58319  -19.73800
H  -3.42450  22.73902  -6.56683
H  6.93245  14.31099  -21.70827
H  4.36587  5.99877  -7.09840
H  4.53752  16.31429  -12.12003
H  7.13082  13.91399  -4.36774
H  12.05605  21.57060  -18.16852
H  11.89982  19.58346  -8.57760
H  -2.00225  22.80242  -4.70176
H  4.54916  9.58219  -8.39237
H  3.10162  14.43976  -13.35591
H  8.29431  11.24315  -19.67372
H  11.02655  19.22952  -19.85894
H  7.80777  16.42955  -2.67076
H  1.64164  16.25449  -15.22431
H  -3.43013  10.14170  -10.85870
H  -3.71697  12.40773  -10.59745
H  1.00780  9.96122  -17.16234
H  -1.06627  23.51511  -5.94884
H  10.15688  20.49163  -10.00653
H  -0.85965  25.87387  -12.39311
H  2.53512  19.31765  -23.14147
H  -5.91920  11.87710  -7.49169
H  0.56906  24.79351  -15.92640
H  12.16541  22.44396  -11.26813
H  3.79434  21.50422  -22.66046
H  10.27505  18.93012  -10.71709
H  2.81690  9.88102  -8.10029
H  11.12977  19.08442  -18.08586
H  11.80187  19.66830  -12.54290
H  1.91877  7.87954  -18.36596
H  4.82843  19.07643  -21.20868
H  14.54692  21.24300  -19.40052
H  12.87409  22.53864  -20.35029
H  -4.43001  12.52422  -7.99241
H  -0.69937  9.38151  -20.74727
H  -5.12369  12.14662  -11.74657
H  -2.30235  22.26078  -7.77298
H  3.13875  15.41704  -15.40265
H  -0.45495  7.39720  -19.31324
H  3.80238  17.85461  -11.85855